Formula: C35H42N7NaO3P2S2Se3
Source: the Open Molecules 2025 dataset
Level of theory: ωB97M-V/def2-TZVPD

As for the total charge: -2. The gap between HOMO and LUMO (alpha / beta) comes out at 3.7 / 3.7 eV. For the HOMO energy (alpha / beta), the calculation gives -0.34 / -0.33 eV. As for the total energy: -10813.70736 Eh.

Atoms and positions in Å:
Na  -0.279  0.390  -0.287
C  -3.193  2.739  0.593
P  -1.671  2.256  1.515
C  -2.401  2.128  3.218
C  -0.861  3.921  1.767
C  0.543  3.682  2.379
P  1.554  2.581  1.263
C  2.874  2.132  2.481
C  2.534  3.865  0.370
H  -3.904  1.913  0.631
H  -2.973  2.886  -0.475
H  -3.645  3.639  1.017
H  -2.934  3.045  3.471
H  -1.624  1.947  3.965
H  -3.101  1.290  3.250
H  -1.473  4.559  2.409
H  -0.774  4.426  0.799
H  0.436  3.148  3.330
H  1.078  4.613  2.589
H  3.279  3.023  2.969
H  3.684  1.605  1.968
H  2.462  1.468  3.242
H  3.067  4.514  1.070
H  1.894  4.472  -0.268
H  3.255  3.349  -0.272
S  -2.278  1.722  -3.126
C  -3.597  0.811  -3.879
C  -4.435  1.479  -4.807
C  -5.492  0.871  -5.477
C  -5.771  -0.470  -5.229
C  -4.993  -1.156  -4.303
C  -3.906  -0.570  -3.601
S  -3.017  -1.572  -2.465
H  -4.216  2.527  -4.985
H  -6.100  1.442  -6.174
H  -6.579  -0.975  -5.753
H  -5.195  -2.203  -4.097
Se  4.532  0.238  -3.105
Se  2.291  0.230  -3.498
C  1.473  -1.303  -2.576
C  2.054  -2.503  -2.961
C  1.451  -3.665  -2.512
C  0.325  -3.583  -1.711
C  -0.160  -2.336  -1.380
N  0.399  -1.193  -1.822
C  1.522  1.913  -2.844
C  1.967  2.985  -3.605
C  1.330  4.200  -3.438
C  0.285  4.291  -2.539
C  -0.056  3.170  -1.813
N  0.547  1.977  -1.955
H  2.937  -2.511  -3.581
H  1.861  -4.629  -2.791
H  -0.176  -4.469  -1.341
H  -1.046  -2.234  -0.759
H  2.776  2.851  -4.304
H  1.627  5.058  -4.027
H  -0.266  5.213  -2.404
H  -0.873  3.202  -1.102
Se  -5.505  -1.729  -0.820
N  -5.152  -2.900  0.477
C  -4.064  -2.420  1.044
C  -3.359  -3.020  2.136
C  -2.263  -2.392  2.610
C  -1.825  -1.152  2.029
N  -2.423  -0.558  1.045
C  -3.540  -1.173  0.537
N  -4.199  -0.614  -0.465
H  -3.701  -3.962  2.545
H  -1.680  -2.828  3.409
H  -0.934  -0.653  2.412
C  2.569  -1.157  4.346
C  2.832  -2.576  3.848
C  2.942  -2.711  2.320
C  3.262  -4.182  2.004
C  3.418  -4.481  0.514
C  4.103  -1.882  1.800
O  5.229  -1.984  2.268
N  3.818  -1.077  0.740
C  2.508  -0.617  0.409
O  2.455  0.347  -0.342
N  1.420  -1.235  0.917
C  1.572  -2.341  1.700
O  0.633  -3.087  1.989
H  2.456  -1.137  5.434
H  1.654  -0.747  3.904
H  3.399  -0.496  4.085
H  2.017  -3.234  4.154
H  3.761  -2.950  4.281
H  2.442  -4.771  2.413
H  4.179  -4.439  2.537
H  2.511  -4.206  -0.030
H  3.596  -5.548  0.352
H  4.254  -3.929  0.075
H  4.565  -0.563  0.297